Formula: CH6NPS
Source: the Open Molecules 2025 dataset
Level of theory: ωB97M-V with the def2-TZVPD basis set

net charge = 0
E_tot = -835.854845 hartree
strongest force on any atom = 4.32 eV/A
frontier orbital gap (alpha / beta) = 8.70 / 7.19 eV

Bonds (Å) are listed after each position.
Geometry (Å):
1 C -1.63128 -1.05563 -0.39057  S4 1.748, H5 1.044, H6 1.219, H7 1.113
2 N 2.77389 0.57162 0.72103  H8 1.037, H9 0.990
3 P -0.23115 1.30288 -0.19728  S4 2.004, H10 1.309
4 S -1.88660 0.42131 0.50840  C1 1.748, P3 2.004
5 H -2.20268 -1.83423 0.00695  C1 1.044
6 H -0.46509 -1.40973 -0.36031  C1 1.219
7 H -1.85676 -0.97344 -1.47708  C1 1.113
8 H 2.76335 -0.39571 0.34663  N2 1.037
9 H 2.80669 1.26768 0.01720  N2 0.990
10 H -0.07039 2.10526 0.82503  P3 1.309

Atomic partial charges in e from the Löwdin method, atoms 1 to 5:
1. C -0.603
2. N 0.045
3. P 0.434
4. S 0.397
5. H -0.009